(1)
92
Properties=species:S:1:pos:R:3:mulliken_charge:R:1 method="wB97M-V/def2-TZVPD" e_above_lowest_kcal_mol=146.07 lumo_ev=-0.48 multiplicity=1 gap_ev=7.96 fmax_ev_per_a=8.994
C -1.23 -3.14 0.62 0.143
O -0.06 -2.48 1.01 -0.432
N -2.32 -2.46 0.34 0.082
N -1.39 -4.39 0.48 -0.367
H -2.26 -1.46 0.31 0.163
H -3.24 -2.89 0.05 0.209
H -0.61 -5.10 0.76 0.340
H -2.32 -4.81 0.51 0.169
C 3.20 -2.86 -0.77 0.371
O 3.70 -1.56 -0.67 -0.517
N 2.12 -3.23 -0.20 0.020
N 3.98 -3.80 -1.27 -0.430
H 1.42 -2.60 0.24 -0.136
H 1.71 -4.08 -0.49 0.246
H 5.01 -3.44 -1.34 0.339
H 3.82 -4.79 -1.42 0.146
C 1.52 2.99 2.97 0.477
O 1.50 3.51 1.68 -0.826
N 0.98 1.83 3.25 -0.101
N 1.98 3.57 4.02 -0.332
H 0.39 1.45 2.46 -0.302
H 0.71 1.49 4.20 0.399
H 2.52 4.41 3.96 0.298
H 1.77 3.21 4.98 0.180
C -0.42 0.43 -0.25 -0.012
O -0.27 1.14 0.90 -0.271
N -1.57 -0.04 -0.68 1.104
N 0.64 0.05 -0.95 2.493
H -2.45 0.28 -0.25 -0.117
H -1.64 -0.74 -1.43 -0.199
H 1.57 0.27 -0.56 -0.995
H 0.62 -0.58 -1.77 -0.994
C 4.35 1.27 -0.67 -0.728
O 3.17 1.10 0.10 -0.395
H 4.02 1.55 -1.66 0.206
H 5.02 0.39 -0.66 0.139
H 4.96 2.04 -0.22 0.359
H 3.40 0.80 0.99 0.214
C 0.49 -1.74 -3.88 -0.936
O 0.49 -2.23 -2.54 -0.502
H 0.25 -0.66 -3.92 0.234
H -0.25 -2.21 -4.56 0.258
H 1.48 -1.87 -4.25 0.461
H 0.87 -3.09 -2.50 0.254
C -3.95 -1.68 -2.80 -0.814
O -2.50 -1.57 -2.81 -0.340
H -4.34 -2.12 -3.71 0.320
H -4.35 -0.66 -2.85 0.279
H -4.32 -2.31 -1.98 0.216
H -2.13 -2.42 -2.80 0.157
C 3.89 -0.50 -3.51 -0.315
O 4.14 0.41 -4.58 -0.599
H 3.80 -1.49 -3.82 0.431
H 2.96 -0.23 -2.94 -0.130
H 4.74 -0.65 -2.79 0.292
H 4.46 1.27 -4.29 0.315
C -1.17 1.85 -3.27 -0.179
O 0.12 2.05 -2.68 -0.608
H -1.44 2.62 -4.01 0.393
H -1.97 1.83 -2.44 -0.124
H -1.28 0.86 -3.78 0.031
H 0.22 1.41 -1.96 0.201
C -1.63 3.74 0.06 -0.019
O -0.82 4.72 0.71 -0.657
H -2.37 4.20 -0.59 0.383
H -2.16 3.07 0.74 -0.114
H -0.96 3.17 -0.54 0.047
H -0.02 4.22 0.92 0.370
C -2.09 3.14 3.57 -0.438
O -3.29 2.48 3.35 -0.486
H -2.23 4.21 3.59 0.384
H -1.43 2.88 2.73 -0.111
H -1.57 2.76 4.48 0.305
H -3.73 2.44 4.23 0.278
C -4.43 0.89 -0.06 -0.714
O -3.66 0.68 1.08 -0.301
H -5.42 0.67 0.20 0.349
H -4.15 0.32 -0.92 0.011
H -4.37 1.93 -0.39 0.300
H -3.97 1.35 1.70 0.241
C 2.26 -1.21 2.47 -0.191
O 2.82 0.04 2.94 -0.747
H 1.78 -1.73 3.29 0.269
H 2.88 -1.86 1.94 0.553
H 1.50 -0.95 1.73 -0.465
H 2.07 0.72 2.95 0.444
C -1.82 -0.74 3.35 0.269
O -1.07 -1.83 3.84 -0.670
H -2.66 -0.97 2.63 0.052
H -1.11 -0.11 2.84 -0.250
H -2.23 -0.15 4.17 0.419
H -0.63 -2.25 3.06 0.251

---

(2)
30
Properties=species:S:1:pos:R:3:nbo_charge:R:1 method="wB97M-V/def2-TZVPD" e_above_lowest_kcal_mol=0.00 lumo_ev=0.57 charge=-1 multiplicity=1 gap_ev=4.38 fmax_ev_per_a=3.519
Cl 1.09 0.01 -0.65 0.076
C 3.14 2.07 1.65 -0.211
Cl 3.79 2.39 0.10 0.000
C 1.80 2.62 1.94 0.414
O 1.07 3.09 1.04 -0.680
C 1.34 2.47 3.32 -0.228
Cl 0.02 3.42 3.81 0.016
C 1.96 1.57 4.18 -0.047
Cl 1.59 1.58 5.86 0.006
C 3.00 0.74 3.69 -0.226
Cl 3.78 -0.37 4.72 0.001
C 3.50 0.94 2.37 -0.053
Cl 4.48 -0.26 1.64 0.013
C 0.82 -1.11 -1.97 -0.347
C 1.45 -2.40 -1.65 0.269
N 2.02 -3.39 -1.41 -0.288
C -0.67 -1.17 -2.11 0.011
C -1.32 -0.15 -2.83 -0.193
C -2.70 -0.04 -2.78 -0.179
C -3.42 -0.95 -1.98 0.072
N -4.82 -0.74 -1.81 0.488
O -5.45 -1.52 -1.05 -0.384
O -5.38 0.21 -2.39 -0.384
C -2.78 -1.99 -1.28 -0.173
C -1.40 -2.09 -1.35 -0.204
H 1.31 -0.68 -2.85 0.263
H -0.72 0.57 -3.38 0.228
H -3.23 0.73 -3.34 0.252
H -3.38 -2.68 -0.71 0.251
H -0.88 -2.85 -0.78 0.239

---

(3)
37
Properties=species:S:1:pos:R:3:nbo_charge:R:1 method="wB97M-V/def2-TZVPD" e_above_lowest_kcal_mol=24.67 lumo_ev=-0.75 charge=-1 multiplicity=1 gap_ev=2.65 fmax_ev_per_a=2.808
F 5.19 1.56 1.34 -0.349
C 4.91 2.72 0.68 0.985
F 5.49 3.74 1.39 -0.349
F 5.56 2.66 -0.53 -0.356
C 3.44 2.93 0.50 -0.309
C 2.94 4.24 0.37 -0.172
C 1.60 4.44 0.21 -0.358
C 0.63 3.33 0.19 0.423
O -0.61 3.49 0.19 -0.743
C 1.25 2.00 0.21 -0.360
C 2.60 1.82 0.41 -0.174
H 3.63 5.08 0.41 0.201
H 1.21 5.45 0.13 0.194
H 0.59 1.15 0.10 0.176
H 3.01 0.82 0.49 0.199
O -1.25 -1.47 -3.48 -0.900
S -1.63 -0.63 -2.38 2.073
O -1.03 0.66 -2.12 -0.841
C -3.49 -0.29 -2.57 0.752
F -3.69 0.34 -3.74 -0.297
F -4.18 -1.45 -2.56 -0.317
F -3.94 0.49 -1.56 -0.303
C -1.50 -1.62 -0.88 -0.370
C -1.79 -1.01 0.35 -0.084
C -1.83 -1.84 1.47 0.022
N -2.09 -1.51 2.80 0.417
O -2.41 -0.48 3.37 -0.311
O -1.91 -2.72 3.53 -0.135
N -1.59 -3.76 2.70 -0.076
C -1.55 -3.22 1.44 0.073
C -1.20 -3.81 0.17 0.061
N -0.89 -5.22 -0.01 0.488
O -1.06 -6.04 0.90 -0.343
O -0.45 -5.54 -1.15 -0.388
C -1.15 -2.98 -0.96 -0.116
H -1.96 0.06 0.49 0.295
H -0.86 -3.40 -1.93 0.292

---

(4)
33
Properties=species:S:1:pos:R:3:nbo_charge:R:1 method="wB97M-V/def2-TZVPD" lumo_ev=-0.59 smiles="O=C(NC(=O)c1cc(F)c(F)cc1Cl)Nc1ccsc1-c1n[nH]c(=O)o1" multiplicity=1 gap_ev=7.96 fmax_ev_per_a=4.981
O -1.58 -4.02 -0.88 -0.600
O -0.07 -0.67 1.02 -0.595
O 1.28 2.48 -1.10 -0.634
F -2.34 1.84 6.41 -0.290
F -2.73 -0.66 5.30 -0.304
Cl 0.70 3.39 2.71 0.048
N -0.12 -3.24 -3.86 -0.263
O -0.21 -2.39 -1.77 -0.445
S 1.60 -0.95 -5.17 0.431
C -0.88 -3.55 -1.77 0.830
C 0.04 0.49 1.40 0.666
C 0.93 1.37 -0.70 0.795
C 0.29 -2.29 -3.04 0.449
C 2.24 0.66 -4.87 -0.357
C 1.99 1.04 -3.58 -0.278
C 1.02 -1.09 -3.49 -0.300
C 1.28 0.05 -2.77 0.169
C -0.88 2.44 4.63 -0.293
C -1.25 -0.06 3.49 -0.182
C -1.70 1.52 5.27 0.368
C -1.91 0.27 4.69 0.319
C -0.26 2.12 3.39 0.008
C -0.45 0.86 2.76 -0.177
N -0.76 -4.11 -3.01 -0.453
N 0.40 1.49 0.53 -0.638
N 0.98 0.19 -1.42 -0.616
H 2.73 1.23 -5.68 0.253
H 2.33 2.02 -3.20 0.268
H -0.73 3.43 5.06 0.254
H -1.42 -1.03 3.03 0.271
H -1.54 -4.64 -3.34 0.417
H 0.57 2.38 0.95 0.428
H 0.45 -0.57 -1.01 0.454

---

Number 1: HOMO level -8.4 eV. Number 2: HOMO level -3.8 eV. Number 3: HOMO level -3.4 eV. Number 4: HOMO level -8.6 eV.